P) 3 unconnected molecules or ions with the total composition C2H9NO4, computed with wB97M-V/def2-TZVPD.

## Properties
SMILES = NCC(=O)O.O.O
HOMO = -10.064 eV

ORCA input file:
```
! RIJCOSX wB97M-V def2-TZVPD def2/J DEFGRID3
* xyz 0 1
N 1.243 0.231 0.308
C 0.401 1.340 -0.230
C -0.577 0.694 -1.196
O -1.683 0.376 -0.856
O -0.013 0.326 -2.358
H 0.597 -0.554 0.415
H 1.354 0.282 1.326
H 1.037 1.996 -0.819
H -0.232 1.715 0.559
H -0.662 0.243 -3.067
O 5.838 -2.242 0.087
H 5.615 -1.307 0.164
H 6.056 -2.470 0.999
O -5.980 -0.145 1.383
H -6.258 0.132 2.261
H -6.737 -0.618 1.024
*
```



Q) 3 unconnected molecules or ions with the total composition C2H9NO4, computed with wB97M-V/def2-TZVPD.

## Properties
SMILES = NCC(=O)O.O.O
HOMO = -9.458 eV

ORCA input file:
```
! RIJCOSX wB97M-V def2-TZVPD def2/J DEFGRID3
* xyz 0 1
N -0.252 1.273 -1.999
C 0.591 1.680 -0.799
C 0.187 0.734 0.343
O 0.574 -0.384 0.580
O -0.659 1.315 1.271
H 0.104 0.817 -2.820
H -1.230 1.151 -1.759
H 0.407 2.702 -0.587
H 1.688 1.593 -1.030
H -0.541 0.750 2.072
O -0.183 -2.488 -1.772
H 0.417 -1.680 -1.736
H 0.342 -3.310 -2.045
O -0.402 -1.045 3.683
H 0.022 -1.358 2.895
H -1.064 -1.752 3.703
*
```



We find Q) to be the most stable, with the next structure 0.0073 hartree higher.



P) A molecular structure, C5H8NO2, computed with wB97M-V/def2-TZVPD.

## Properties
HOMO = -13.861 eV

ORCA input file:
```
! RIJCOSX wB97M-V def2-TZVPD def2/J DEFGRID3
* xyz 1 1
C 0.606 -1.633 0.027
C -0.304 -0.982 -0.674
C 1.930 -0.940 0.458
C -0.377 0.530 -0.884
C 2.396 0.208 0.034
N -1.401 0.902 0.631
O 0.626 1.293 -0.813
O 3.310 1.035 0.074
H 0.579 -2.778 0.174
H -1.061 -1.513 -1.230
H 2.585 -1.836 0.798
H -1.070 0.745 -1.662
H -2.393 0.736 0.435
H -1.170 1.815 0.993
H -1.084 0.052 1.254
H 3.669 1.308 -0.813
*
```



Q) A gas-phase ion, C5H8NO2 (charge +1), computed with wB97M-V/def2-TZVPD.

## Properties
SMILES = CC(=O)[C@@]1([NH3+])CC1=O
HOMO = -14.560 eV

ORCA input file:
```
! RIJCOSX wB97M-V def2-TZVPD def2/J DEFGRID3
* xyz 1 1
C -1.772 -1.214 -0.100
C -0.581 -0.815 0.640
O -0.285 -1.015 1.859
C 0.389 0.218 0.011
N 1.252 0.698 1.068
C 0.883 0.277 -1.482
C 0.027 1.311 -0.912
O -0.447 2.362 -1.012
H -2.606 -0.507 0.224
H -2.199 -2.167 0.329
H -1.546 -1.254 -1.198
H 2.254 0.540 0.998
H 0.895 0.035 1.924
H 1.280 1.645 1.249
H 0.599 -0.614 -2.158
H 1.855 0.501 -1.440
*
```



We find Q) to be the most stable, with the next structure 0.0474 hartree higher.



P) 2 unconnected molecules or ions with the total composition C5H10O2, computed with wB97M-V/def2-TZVPD.

## Properties
HOMO (spin up / spin down) = 0.108 / -2.517 eV

ORCA input file:
```
! RIJCOSX wB97M-V def2-TZVPD def2/J DEFGRID3
* xyz -1 2
C 1.067 0.185 -3.350
C 1.404 -0.457 1.657
C 0.729 -0.271 0.468
O -0.645 -0.531 0.465
C 1.272 0.031 -0.807
C 0.486 0.180 -1.962
H 0.939 -0.736 -3.938
H 0.737 1.039 -3.952
H 2.159 0.320 -3.287
H 0.908 -0.502 2.613
H 2.475 -0.551 1.644
H -0.838 -1.211 1.116
H 2.268 0.456 -0.782
H -0.536 -0.192 -1.947
H -3.480 0.799 3.598
H -4.887 0.506 4.107
O -4.057 0.935 4.359
*
```



Q) 2 unconnected molecules or ions with the total composition C5H10O2, computed with wB97M-V/def2-TZVPD.

## Properties
HOMO (spin up / spin down) = -0.178 / -1.560 eV

ORCA input file:
```
! RIJCOSX wB97M-V def2-TZVPD def2/J DEFGRID3
* xyz -1 2
C 1.411 -1.393 -1.792
C 0.071 -0.732 -1.445
C -0.243 -0.185 -0.199
C -1.355 -0.513 0.637
C -1.519 0.069 1.878
O -0.491 0.471 2.783
H 1.238 -2.467 -1.922
H 1.831 -0.875 -2.654
H 2.075 -1.282 -0.925
H -0.676 -0.678 -2.239
H 0.568 0.365 0.289
H -1.873 -1.468 0.572
H -2.427 -0.102 2.462
H 0.292 0.278 2.253
H 0.841 3.448 -0.189
H -0.339 2.425 0.272
O 0.594 2.640 0.218
*
```



We find P) to be the most stable, with the next structure 0.0552 hartree higher.



P) 2 unconnected molecules or ions with the total composition C4H10NO2, computed with wB97M-V/def2-TZVPD.

## Properties
HOMO (spin up / spin down) = -11.027 / -15.456 eV

ORCA input file:
```
! RIJCOSX wB97M-V def2-TZVPD def2/J DEFGRID3
* xyz 1 3
C 0.844 0.494 -2.148
C -0.187 0.091 0.503
C -1.247 -0.772 -0.023
C 0.628 -0.464 1.658
N -0.103 1.381 0.402
O 1.045 -0.385 -1.405
O 0.956 0.455 -3.422
H 0.353 1.413 -1.717
H -1.605 -0.667 -1.019
H -1.965 -1.056 0.749
H -0.655 -1.622 -0.220
H -0.043 -0.708 2.451
H 1.393 0.300 1.845
H 1.252 -1.289 1.170
H 0.735 1.887 0.800
H -0.732 2.033 -0.052
H 1.358 -0.308 -3.678
*
```



Q) A gas-phase ion, C4H10NO2 (charge +1), computed with wB97M-V/def2-TZVPD.

## Properties
HOMO (spin up / spin down) = -10.697 / -15.951 eV

ORCA input file:
```
! RIJCOSX wB97M-V def2-TZVPD def2/J DEFGRID3
* xyz 1 3
C 1.117 -0.736 0.411
C -0.992 -0.451 -0.449
C 1.268 0.552 -0.369
C -2.104 -0.293 0.485
N -0.245 0.899 -0.685
O 1.752 -1.784 -0.104
O 1.786 1.601 0.418
H 0.927 -0.634 1.550
H -1.087 -0.982 -1.385
H 1.802 0.168 -1.274
H -2.994 -0.898 0.179
H -2.321 0.746 0.543
H -1.927 -0.619 1.528
H -0.569 1.317 -1.553
H -0.673 1.472 0.189
H 1.867 -2.534 0.592
H 2.392 2.177 -0.076
*
```



We find Q) to be the most stable, with the next structure 0.0420 hartree higher.



P) A gas-phase ion, C4H10N4O (charge +2), computed with wB97M-V/def2-TZVPD.

## Properties
HOMO (spin up / spin down) = -16.450 / -16.448 eV

ORCA input file:
```
! RIJCOSX wB97M-V def2-TZVPD def2/J DEFGRID3
* xyz 2 1
C -0.729 1.421 -0.115
C -0.735 -1.053 -0.123
C -0.358 2.574 -0.510
C 0.749 -1.160 -0.397
N -1.322 0.296 0.090
N 1.521 -0.040 -0.139
N -2.650 0.027 0.489
N 2.735 -0.167 0.610
O -1.455 -2.063 -0.267
H -0.713 2.842 -1.502
H 0.484 3.207 0.061
H 1.250 -2.031 -0.213
H 0.428 -1.134 -1.532
H -3.270 0.781 0.720
H -2.694 -0.574 1.222
H -2.452 -2.004 -0.509
H 2.619 -0.150 1.561
H 3.433 0.392 0.220
H 3.158 -1.163 0.333
*
```



Q) A gas-phase ion, C4H10N4O (charge +2), computed with wB97M-V/def2-TZVPD.

## Properties
HOMO (spin up / spin down) = -16.193 / -15.949 eV

ORCA input file:
```
! RIJCOSX wB97M-V def2-TZVPD def2/J DEFGRID3
* xyz 2 1
C 1.097 -1.325 0.136
C 0.880 1.113 0.037
C 0.982 -2.571 0.214
C -0.601 1.234 0.225
N 1.509 -0.137 -0.066
N -1.349 0.109 0.321
N 2.925 -0.015 -0.205
N -2.717 0.381 -0.312
O 1.553 2.127 0.048
H 0.446 -3.102 -0.493
H 0.898 -3.163 1.092
H -0.425 1.508 1.348
H -1.171 2.108 -0.220
H 3.256 -0.079 -1.206
H 3.376 -0.904 0.065
H 2.568 2.191 0.198
H -3.327 0.345 0.435
H -3.016 -0.405 -1.012
H -2.725 1.319 -0.628
*
```



We find Q) to be the most stable, with the next structure 0.0041 hartree higher.



P) 2 unconnected molecules or ions with the total composition C6H12O4, computed with wB97M-V/def2-TZVPD.

## Properties
SMILES = O=C[C@H]1C[C@@](O)(CO)C1.O
HOMO = -9.741 eV

ORCA input file:
```
! RIJCOSX wB97M-V def2-TZVPD def2/J DEFGRID3
* xyz 0 1
O -2.262 -0.863 1.742
C -2.020 -1.337 0.633
C -0.702 -1.223 -0.033
C -0.359 -0.174 -1.126
C 1.094 -0.174 -0.610
O 1.879 -1.001 -1.444
C 1.757 1.177 -0.432
O 3.021 0.958 0.162
C 0.621 -0.905 0.676
H -2.688 -2.151 0.278
H -0.749 -2.253 -0.526
H -0.860 0.789 -0.961
H -0.492 -0.482 -2.169
H 2.773 -1.017 -1.084
H 1.123 1.816 0.205
H 1.859 1.660 -1.419
H 3.569 1.740 0.067
H 1.232 -1.760 0.989
H 0.477 -0.221 1.521
O -2.732 1.932 1.337
H -3.379 1.210 1.642
H -3.161 2.278 0.551
*
```



Q) 2 unconnected molecules or ions with the total composition C6H12O4, computed with wB97M-V/def2-TZVPD.

## Properties
SMILES = CO[C@H]1C[C@@H](C)C(=O)O1.O
HOMO = -10.159 eV

ORCA input file:
```
! RIJCOSX wB97M-V def2-TZVPD def2/J DEFGRID3
* xyz 0 1
C 1.325 1.777 1.137
O 1.209 0.434 0.695
C 0.617 0.264 -0.544
C 0.908 -1.138 -1.082
C -0.431 -1.883 -1.033
C -0.466 -3.094 -0.102
C -1.427 -0.823 -0.606
O -2.609 -0.949 -0.409
O -0.819 0.359 -0.434
H 2.339 2.157 0.944
H 0.585 2.420 0.637
H 1.142 1.772 2.217
H 0.919 1.078 -1.218
H 1.308 -1.075 -2.100
H 1.667 -1.614 -0.450
H -0.739 -2.198 -2.040
H -0.306 -2.784 0.941
H -1.429 -3.614 -0.175
H 0.329 -3.798 -0.380
O -1.064 4.397 1.517
H -1.378 4.592 0.630
H -1.680 3.719 1.856
*
```



R) A molecular structure, C6H12O4, computed with wB97M-V/def2-TZVPD.

## Properties
HOMO = -8.969 eV

ORCA input file:
```
! RIJCOSX wB97M-V def2-TZVPD def2/J DEFGRID3
* xyz 0 1
C 0.886 -2.111 -0.120
C 1.973 0.031 0.332
C 0.974 0.414 1.419
C -0.484 0.333 0.966
C -0.603 1.233 -0.288
C -1.748 0.530 -1.124
H 0.601 -2.493 0.810
H 1.063 -3.121 -1.102
H 0.196 -0.966 -0.862
H 2.895 0.467 0.294
H 1.142 -0.542 2.145
H 1.045 1.300 2.323
H -0.933 -0.699 0.745
H -1.111 0.600 1.876
H -0.648 2.336 0.316
H -1.168 -0.601 -1.356
H -2.578 0.468 -0.186
H -3.515 1.063 -2.587
O 2.133 -1.273 0.437
O -2.071 1.323 -2.197
O 0.715 1.476 -0.859
O 1.236 0.232 -0.984
*
```



S) A molecular structure, C6H12O4, computed with wB97M-V/def2-TZVPD.

## Properties
HOMO (spin up / spin down) = -8.160 / -8.161 eV

ORCA input file:
```
! RIJCOSX wB97M-V def2-TZVPD def2/J DEFGRID3
* xyz 0 1
C 0.022 0.867 -1.096
C -0.432 1.308 0.148
C -1.812 -1.310 1.068
C 0.430 1.963 1.158
C 1.652 -1.332 -0.095
C 0.208 -1.062 -0.430
O -0.490 -0.801 0.928
O 1.272 1.320 -1.493
O -0.906 0.738 -2.102
O -0.407 -1.705 -1.285
H 1.427 0.981 -2.384
H -0.958 -0.233 -2.266
H -1.505 1.354 0.285
H -2.447 -0.512 1.464
H -2.221 -1.654 0.116
H -1.816 -2.141 1.778
H 0.462 3.034 0.924
H 0.027 1.839 2.163
H 1.452 1.591 1.118
H 1.687 -2.124 0.656
H 2.202 -1.661 -0.977
H 2.152 -0.461 0.321
*
```



We find Q) to be the most stable, with the next structure 0.0645 hartree higher.



P) A gas-phase ion, C5H8NO2 (charge -1), computed with wB97M-V/def2-TZVPD.

## Properties
SMILES = O=C([O-])[C@@H]1CCCN1
HOMO = -3.778 eV

ORCA input file:
```
! RIJCOSX wB97M-V def2-TZVPD def2/J DEFGRID3
* xyz -1 1
O -2.619 0.302 -1.502
C -1.487 -0.167 -1.716
O -1.109 -0.953 -2.618
C -0.378 0.356 -0.757
C 0.891 -0.523 -0.581
C 1.187 -0.546 0.916
C 0.147 0.409 1.543
N -0.933 0.366 0.594
H -0.018 1.352 -1.058
H 0.688 -1.466 -1.077
H 1.675 -0.006 -1.129
H 1.086 -1.524 1.383
H 2.174 -0.128 1.140
H 0.577 1.436 1.618
H -0.151 0.114 2.556
H -1.730 0.977 0.689
*
```



Q) A molecular structure, C5H8NO2, computed with wB97M-V/def2-TZVPD.

## Properties
HOMO = -4.255 eV

ORCA input file:
```
! RIJCOSX wB97M-V def2-TZVPD def2/J DEFGRID3
* xyz -1 1
O 5.560 -0.261 -0.323
C 4.478 -0.787 -0.012
O 4.014 -1.116 1.100
C 0.189 0.075 -0.232
C -1.158 0.058 -0.808
C -2.342 0.392 0.003
C -2.553 -0.312 1.169
N -2.945 1.389 -0.660
H 0.935 -0.003 -1.018
H -0.420 1.065 -0.426
H -1.328 0.027 -1.877
H 0.541 -0.238 0.743
H -3.316 -0.057 1.887
H -1.738 -0.988 1.395
H -3.681 1.765 -0.068
H 3.765 -1.008 -0.872
*
```



We find P) to be the most stable, with the next structure 0.1952 hartree higher.